No. 1
{"formula": "C33H59IrN2O2P2", "method": "ωB97M-V with the def2-TZVPD basis set", "symbols": ["C", "C", "C", "C", "C", "H", "H", "H", "N", "P", "P", "C", "H", "H", "C", "H", "C", "C", "C", "C", "C", "H", "H", "H", "C", "H", "H", "H", "C", "H", "H", "H", "C", "H", "H", "H", "C", "H", "H", "H", "C", "H", "H", "H", "C", "H", "H", "H", "C", "H", "H", "H", "C", "H", "H", "H", "C", "H", "H", "H", "C", "H", "H", "H", "C", "H", "H", "H", "Ir", "C", "O", "N", "C", "C", "C", "C", "C", "H", "H", "H", "H", "H", "H", "H", "H", "H", "C", "C", "C", "O", "C", "H", "H", "H", "H", "H", "H", "H", "H"], "xyz": [[2.55163, -0.79431, 1.56529], [2.28497, 1.59117, 1.69713], [3.78800, -0.75587, 2.20191], [3.54249, 1.64525, 2.40064], [4.27558, 0.50448, 2.63884], [4.35053, -1.67821, 2.36826], [3.90546, 2.62556, 2.72389], [5.23605, 0.56790, 3.16284], [1.80236, 0.32195, 1.32857], [0.11203, -2.11758, 1.31658], [0.24164, 2.58929, 0.19113], [1.97288, -2.11078, 1.09325], [2.13697, -2.19914, 0.00545], [2.48018, -2.96166, 1.57865], [1.56636, 2.74585, 1.36198], [2.01837, 3.71507, 1.59868], [1.01820, 3.02297, -1.53295], [-1.04337, 3.95846, 0.58831], [-0.54874, -3.59832, 0.24302], [-0.08985, -2.51018, 3.18234], [0.07540, 2.57983, -2.66848], [-0.80304, 3.23696, -2.74994], [0.61103, 2.62535, -3.63598], [-0.29122, 1.55342, -2.51371], [1.38831, 4.50589, -1.71819], [0.50422, 5.15800, -1.80386], [2.02058, 4.86936, -0.88979], [1.97044, 4.61612, -2.65401], [2.34149, 2.22581, -1.57764], [2.75980, 2.27157, -2.60209], [3.07882, 2.66044, -0.88409], [2.20906, 1.17148, -1.29413], [-1.99619, 4.17611, -0.60261], [-2.44049, 3.22338, -0.93934], [-2.82242, 4.83897, -0.28370], [-1.50022, 4.65925, -1.45968], [-1.88791, 3.50630, 1.79080], [-2.49815, 2.62278, 1.54902], [-1.25739, 3.27748, 2.66352], [-2.57407, 4.32913, 2.06772], [-0.35115, 5.27744, 0.99259], [0.28024, 5.70124, 0.19964], [-1.12978, 6.02464, 1.23787], [0.26739, 5.13100, 1.89365], [-1.59281, -2.44716, 3.52502], [-1.72490, -2.62849, 4.60801], [-2.02310, -1.46270, 3.29308], [-2.17143, -3.21540, 2.98469], [0.68910, -1.42615, 3.96727], [1.77390, -1.61541, 3.93197], [0.51521, -0.40742, 3.59936], [0.36690, -1.46814, 5.02389], [0.50174, -3.86787, 3.62493], [0.61595, -3.84951, 4.72445], [-0.14209, -4.72191, 3.37884], [1.50466, -4.04467, 3.19802], [0.50568, -3.98161, -0.81283], [1.40567, -4.42679, -0.35621], [0.06874, -4.73387, -1.49664], [0.81222, -3.11522, -1.41464], [-1.81583, -3.07857, -0.46658], [-1.58712, -2.22383, -1.12135], [-2.25002, -3.89047, -1.08043], [-2.57936, -2.74411, 0.25546], [-0.90708, -4.88983, 1.00237], [-0.02070, -5.37555, 1.43779], [-1.65201, -4.72662, 1.79608], [-1.34985, -5.59795, 0.27657], [-0.27804, 0.20099, 0.56225], [-1.05037, 0.66293, 2.26305], [-1.55946, 0.87627, 3.29986], [0.48399, -0.45691, -1.30347], [0.85884, -0.79766, -2.36092], [1.34191, -1.23516, -3.68489], [2.57669, -0.39048, -4.08888], [1.73927, -2.73125, -3.58530], [0.20906, -1.03299, -4.72444], [2.31648, 0.67652, -4.16843], [3.38845, -0.49991, -3.35342], [2.93709, -0.74081, -5.07154], [0.87467, -3.35761, -3.31194], [2.11811, -3.06774, -4.56545], [2.53155, -2.87616, -2.83248], [0.57490, -1.34769, -5.71693], [-0.67959, -1.63197, -4.47147], [-0.08653, 0.02773, -4.77917], [-4.50215, -0.22944, -0.15064], [-4.08185, 0.84129, -1.11441], [-2.61831, 0.46084, -1.32636], [-2.18999, -0.14722, -0.12954], [-3.29410, -0.20164, 0.76604], [-5.47262, -0.04391, 0.35723], [-4.54019, -1.20800, -0.68183], [-4.14419, 1.80955, -0.56887], [-4.67941, 0.92512, -2.04658], [-2.55442, -0.30405, -2.12977], [-2.05361, 1.33333, -1.59477], [-3.37536, 0.71030, 1.37907], [-3.29079, -1.08886, 1.42351]], "forces_ev_per_angstrom": [[-0.655, 0.346, -0.222], [1.024, -1.281, 0.648], [0.332, 1.072, 0.271], [-0.874, 0.622, -0.427], [0.090, -1.028, -0.112], [-0.190, 0.383, -0.054], [-0.105, -0.390, -0.099], [-0.416, -0.030, -0.222], [1.710, 0.413, 0.648], [1.428, -3.087, 1.506], [0.206, 2.645, -1.271], [-0.202, 0.222, -0.146], [0.050, 0.030, 0.392], [-0.317, 0.351, -0.166], [0.595, -0.010, -0.115], [-0.285, -0.351, 0.062], [0.542, -0.238, -0.065], [-0.323, 0.006, 0.341], [-0.186, -0.045, -0.581], [0.005, 0.264, 0.041], [-0.240, -0.073, 0.049], [0.369, -0.242, -0.049], [-0.170, -0.009, 0.461], [0.248, 0.379, -0.259], [-0.126, 0.300, 0.230], [0.420, -0.264, -0.005], [-0.200, -0.088, -0.383], [-0.267, -0.161, 0.411], [0.111, -0.083, 0.005], [-0.177, 0.010, 0.546], [-0.182, -0.098, -0.330], [0.143, 0.353, -0.183], [0.096, 0.031, -0.215], [0.094, 0.448, 0.093], [0.394, -0.301, -0.083], [-0.274, -0.188, 0.399], [0.035, 0.045, 0.102], [0.066, 0.322, 0.047], [-0.263, 0.194, -0.203], [0.306, -0.427, -0.097], [0.334, 0.032, -0.005], [-0.298, -0.138, 0.355], [0.303, -0.390, -0.113], [-0.275, 0.167, -0.271], [-0.078, -0.081, -0.021], [0.043, 0.093, -0.478], [0.058, -0.383, 0.189], [0.213, 0.325, 0.268], [-0.016, -0.026, 0.056], [-0.401, 0.038, 0.096], [0.146, -0.285, 0.270], [0.181, 0.052, -0.446], [0.068, -0.210, -0.105], [-0.056, 0.055, -0.456], [0.276, 0.399, 0.156], [-0.378, 0.017, 0.216], [0.135, 0.231, 0.088], [-0.351, 0.114, -0.175], [0.144, 0.329, 0.330], [-0.193, -0.453, 0.382], [-0.109, -0.028, -0.128], [-0.057, -0.408, 0.085], [0.187, 0.385, 0.298], [0.219, -0.295, -0.244], [-0.013, -0.001, 0.452], [-0.358, 0.178, -0.229], [0.270, -0.154, -0.358], [0.204, 0.390, 0.236], [1.473, -0.133, -1.532], [-4.068, 2.062, 8.023], [2.441, -1.000, -4.447], [0.992, -1.300, -3.791], [-0.571, 0.510, 1.571], [0.240, -0.219, -0.545], [0.068, 0.212, 0.192], [-0.073, -0.153, -0.029], [-0.277, 0.123, 0.129], [0.095, -0.403, -0.056], [-0.200, 0.021, -0.286], [-0.206, 0.114, 0.457], [0.414, 0.270, -0.366], [-0.148, 0.250, 0.400], [-0.211, 0.003, -0.336], [-0.107, 0.122, 0.481], [0.296, 0.142, -0.124], [0.127, -0.376, -0.053], [-0.663, -0.888, -0.103], [-0.361, 0.956, -0.168], [-1.634, -0.008, -2.731], [-1.039, -0.100, 0.323], [-2.625, -0.747, 1.421], [0.749, -0.140, -0.230], [-0.164, 0.480, 0.456], [0.031, -0.358, -0.541], [0.547, -0.159, 0.552], [0.185, 0.432, 0.351], [0.682, 0.171, 0.092], [0.378, -0.270, -0.167], [0.623, 0.388, -0.357]], "mulliken_spin": [0.0520, -0.0332, 0.1387, 0.2183, -0.0119, 0.0002, 0.0016, 0.0039, 0.2573, 0.2380, 0.3387, 0.0692, 0.0180, -0.0108, 0.4857, -0.0653, 0.0735, 0.0873, 0.0478, 0.0880, 0.0479, 0.0017, 0.0025, -0.0198, 0.0216, 0.0012, -0.0038, 0.0051, 0.0351, 0.0021, -0.0093, -0.0098, 0.0439, -0.0121, 0.0006, 0.0016, 0.0289, -0.0102, -0.0004, -0.0013, 0.0138, 0.0004, 0.0042, -0.0032, 0.0255, 0.0000, 0.0021, -0.0009, 0.0164, 0.0032, -0.0111, -0.0001, 0.0200, 0.0007, 0.0015, 0.0001, 0.0116, -0.0011, 0.0024, 0.0041, 0.0288, -0.0072, -0.0010, 0.0039, 0.0104, -0.0023, 0.0016, 0.0057, 2.1121, 0.1856, 0.0694, 0.1181, 0.0155, 0.0127, 0.0029, 0.0029, 0.0058, 0.0000, -0.0001, 0.0000, 0.0003, -0.0001, -0.0003, 0.0003, 0.0000, 0.0000, 0.0021, 0.0132, 0.0574, 0.1600, 0.0102, 0.0021, -0.0004, 0.0028, 0.0008, 0.0050, -0.0348, 0.0071, -0.0025], "fmax_ev_per_a": 9.2, "charge": 3, "lumo_energy_ev": [-8.5, -12.5], "energy_ha": -2338.716616, "orbital_gap_ev": [6.18, 5.57], "spin_multiplicity": 6}

No. 2
{"formula": "C33H59N2O2P2Pt", "method": "ωB97M-V with the def2-TZVPD basis set", "symbols": ["C", "C", "C", "C", "C", "H", "H", "H", "N", "P", "P", "C", "H", "H", "C", "H", "C", "C", "C", "C", "C", "H", "H", "H", "C", "H", "H", "H", "C", "H", "H", "H", "C", "H", "H", "H", "C", "H", "H", "H", "C", "H", "H", "H", "C", "H", "H", "H", "C", "H", "H", "H", "C", "H", "H", "H", "C", "H", "H", "H", "C", "H", "H", "H", "C", "H", "H", "H", "Pt", "C", "O", "N", "C", "C", "C", "C", "C", "H", "H", "H", "H", "H", "H", "H", "H", "H", "C", "C", "C", "O", "C", "H", "H", "H", "H", "H", "H", "H", "H"], "xyz": [[2.50393, -1.27782, -1.12988], [1.41883, 0.57908, -2.14018], [3.34693, -1.41462, -2.23768], [2.23263, 0.46218, -3.28128], [3.21553, -0.52782, -3.32028], [4.08603, -2.22012, -2.25738], [2.08843, 1.15188, -4.11778], [3.86843, -0.62462, -4.19358], [1.58583, -0.26862, -1.07888], [0.76803, -2.40142, 0.74802], [0.12483, 2.20208, -0.26588], [2.50843, -2.25092, 0.02472], [2.96553, -3.20902, -0.27648], [3.10393, -1.83612, 0.86062], [0.24523, 1.50538, -2.04058], [0.26903, 2.26088, -2.83838], [-1.50537, 3.23218, -0.21608], [1.62363, 3.38668, -0.09288], [-0.15917, -3.60422, -0.41778], [1.04853, -3.26122, 2.43572], [-2.58907, 2.40768, 0.51452], [-2.47567, 2.49248, 1.60572], [-3.57797, 2.82038, 0.23842], [-2.56307, 1.34078, 0.25782], [-1.31807, 4.52338, 0.60722], [-1.03977, 4.30058, 1.65082], [-0.57407, 5.21068, 0.17542], [-2.28737, 5.05498, 0.62802], [-1.98747, 3.58608, -1.63518], [-2.63317, 4.48288, -1.58428], [-1.15757, 3.80758, -2.32488], [-2.58807, 2.77128, -2.06528], [1.63623, 4.00608, 1.32402], [1.02943, 3.41138, 2.02342], [2.67833, 4.00058, 1.69502], [1.28273, 5.04528, 1.34252], [2.92363, 2.56268, -0.23748], [2.84333, 1.57638, 0.24292], [3.21313, 2.42328, -1.29008], [3.73733, 3.11928, 0.26322], [1.63893, 4.48798, -1.17138], [0.84053, 4.36298, -1.91968], [1.48443, 5.46888, -0.68368], [2.60853, 4.52868, -1.69848], [-0.32267, -3.44082, 3.12132], [-0.17537, -3.98022, 4.07542], [-0.78057, -2.46402, 3.35272], [-1.02987, -4.02642, 2.51322], [1.89893, -2.34102, 3.33212], [2.81913, -1.99692, 2.83352], [1.33153, -1.45592, 3.65582], [2.19743, -2.91452, 4.22972], [1.78973, -4.60852, 2.30692], [2.51783, -4.58842, 1.47782], [2.36043, -4.78842, 3.23732], [1.11673, -5.46372, 2.15842], [0.24713, -3.21712, -1.85308], [1.27223, -3.54332, -2.09688], [-0.43987, -3.71492, -2.56198], [0.16303, -2.13202, -2.00748], [-1.66687, -3.30982, -0.24468], [-2.04727, -2.76972, -1.12978], [-2.20927, -4.27052, -0.15338], [-1.87707, -2.71732, 0.65992], [0.13573, -5.10302, -0.23288], [1.21893, -5.31692, -0.24588], [-0.29457, -5.51552, 0.69322], [-0.31837, -5.65252, -1.07918], [0.21363, -0.05412, 0.61502], [1.61563, 0.36418, 1.86442], [2.39693, 0.72698, 2.67492], [-1.18467, -0.22062, -1.05838], [-0.99207, 0.50918, -2.08188], [-1.83077, 0.37658, -3.39048], [-1.45587, 1.40078, -4.47888], [-1.59797, -1.04092, -3.96028], [-3.32737, 0.51308, -3.03288], [-1.59117, 2.44318, -4.14228], [-0.40957, 1.27708, -4.81038], [-2.10117, 1.25388, -5.36338], [-1.94827, -1.79632, -3.24038], [-2.15187, -1.16692, -4.90888], [-0.52647, -1.21932, -4.15918], [-3.82567, 1.20988, -3.73158], [-3.81407, -0.47352, -3.10138], [-3.46897, 0.89808, -2.00878], [-1.84477, 0.86118, 4.64642], [-1.53987, -0.55232, 4.44802], [-0.57337, -0.29012, 3.29852], [-1.23487, 0.24328, 2.28652], [-1.81397, 1.26248, 3.16602], [-2.76837, 1.09758, 5.21922], [-0.98787, 1.33848, 5.18472], [-2.43447, -1.11112, 4.08452], [-1.10467, -1.04202, 5.34582], [0.26723, 0.32878, 3.72352], [-0.14317, -0.94512, 2.61882], [-2.91977, 1.21808, 2.98622], [-1.27357, 2.24528, 3.14122]], "forces_ev_per_angstrom": [[0.156, 0.603, -1.448], [0.088, -0.518, -0.483], [-0.413, -0.497, 1.169], [0.217, -0.348, 0.056], [-0.341, 0.827, -0.488], [-0.263, 0.281, 0.004], [0.062, -0.266, 0.227], [-0.279, 0.077, 0.373], [2.040, -0.743, -1.548], [0.708, -1.763, -0.150], [-0.035, 1.714, -0.583], [-0.280, 0.154, 0.465], [-0.299, 0.364, 0.184], [-0.077, -0.219, -0.375], [-0.751, -0.569, 1.169], [-0.308, -0.366, 0.355], [0.189, -0.177, 0.188], [0.077, -0.319, -0.003], [0.111, 0.486, -0.103], [-0.211, 0.182, -0.089], [-0.173, 0.204, -0.071], [-0.177, 0.191, -1.036], [0.347, -0.192, 0.129], [-0.107, 0.284, -0.032], [0.047, 0.145, -0.014], [-0.080, 0.138, -0.427], [-0.316, -0.265, 0.132], [0.356, -0.243, 0.000], [-0.026, 0.120, -0.197], [0.242, -0.387, -0.022], [-0.391, 0.064, 0.245], [0.302, 0.321, 0.124], [0.228, -0.155, 0.391], [0.220, 0.228, 0.007], [-0.562, 0.091, -0.015], [0.004, -0.431, 0.031], [0.205, -0.217, -0.018], [0.250, 0.356, -0.270], [-0.199, -0.143, 0.381], [-0.293, -0.265, -0.313], [-0.246, 0.568, -0.096], [0.374, 0.103, 0.145], [0.054, -0.380, -0.461], [-0.453, -0.051, 0.212], [-0.173, -0.179, 0.118], [-0.045, 0.177, -0.358], [0.190, -1.016, -0.148], [0.266, 0.112, 0.166], [0.149, 0.169, 0.109], [-0.217, -0.223, 0.300], [0.507, -0.581, 0.019], [-0.150, 0.339, -0.361], [0.332, -0.125, -0.031], [-0.214, -0.122, 0.402], [-0.287, 0.023, -0.410], [0.256, 0.393, 0.050], [0.126, -0.069, -0.194], [-0.378, 0.156, 0.086], [0.254, 0.140, 0.302], [0.054, -0.402, -0.045], [-0.317, -0.339, 0.070], [0.040, -0.159, 0.558], [0.110, 0.513, -0.085], [-0.112, -0.142, -0.358], [0.166, -0.141, 0.091], [-0.479, 0.059, -0.032], [0.142, 0.210, -0.367], [0.140, 0.299, 0.321], [1.854, -0.371, -1.445], [2.747, 2.031, 3.363], [-3.064, -1.630, -3.857], [0.718, 0.747, 0.740], [0.366, 1.164, -1.818], [0.285, -0.520, -0.198], [0.306, 0.178, 0.040], [0.186, -0.106, -0.167], [-0.394, 0.171, 0.158], [0.010, -0.425, -0.133], [-0.384, 0.015, 0.115], [0.233, -0.027, 0.438], [0.114, 0.197, -0.277], [0.170, 0.049, 0.426], [-0.385, 0.073, 0.051], [0.116, -0.393, 0.318], [0.031, 0.451, 0.085], [-0.067, -0.217, -0.450], [0.703, 1.351, 1.168], [0.516, -2.547, 0.462], [3.108, -3.077, 2.552], [-5.150, 5.263, 2.391], [-3.713, 2.698, 0.151], [0.447, -0.059, -0.791], [-0.723, -0.285, -0.261], [0.672, 0.172, 0.249], [-0.252, 0.061, -0.701], [-0.740, -0.062, -0.287], [1.623, -3.276, 1.353], [1.018, 1.086, -0.753], [-0.711, -0.789, -0.864]], "mulliken_spin": [0.0458, 0.2367, 0.0585, -0.0231, 0.1522, 0.0044, -0.0006, 0.0116, 0.2158, -0.1206, -0.0261, -0.0504, 0.0015, 0.0194, 0.0937, -0.0338, -0.0356, -0.0123, -0.0209, -0.0183, -0.0292, 0.0046, -0.0006, 0.0152, 0.0000, -0.0013, 0.0006, -0.0002, 0.0198, -0.0004, -0.0049, -0.0119, 0.0030, 0.0032, -0.0012, 0.0007, -0.0013, 0.0070, 0.0035, -0.0004, -0.0043, -0.0019, 0.0001, -0.0002, -0.0218, -0.0002, 0.0027, -0.0023, 0.0065, -0.0011, 0.0012, 0.0005, -0.0051, 0.0012, -0.0006, -0.0005, -0.0149, -0.0032, 0.0009, 0.0015, 0.0152, -0.0057, 0.0011, -0.0057, -0.0077, 0.0017, -0.0024, 0.0006, 0.3871, 0.0427, 0.0065, 0.9858, -0.0213, 0.0516, 0.0261, 0.0255, 0.0192, 0.0006, -0.0055, 0.0003, -0.0157, -0.0018, 0.0092, -0.0015, 0.0063, -0.0111, -0.0019, 0.0002, 0.0016, 0.0228, 0.0010, 0.0004, 0.0001, 0.0008, 0.0001, 0.0066, 0.0025, -0.0007, 0.0024], "fmax_ev_per_a": 7.7, "charge": 1, "lumo_energy_ev": [-2.8, -4.8], "energy_ha": -2354.332584, "orbital_gap_ev": [4.05, 3.90], "spin_multiplicity": 3}